Density functional theory data (the ωB97M-V functional and the def2-TZVPD basis) for a molecular structure, C3H9NO2S in a non-equilibrium geometry.

- Largest force on an atom: 4.57 eV/Å
- Charge: 0

Cartesian coordinates (Å):
C -0.9010 1.4404 0.2172
C -0.5833 -0.8465 1.1519
C -0.0749 0.1541 0.1799
N -0.0670 -0.6717 -1.6233
O 2.2109 1.0799 -0.4679
O 2.0288 -1.3851 0.0936
S 1.7994 0.1556 0.5477
H -0.5612 2.1302 -0.6389
H -1.9271 1.1308 0.1422
H -0.6818 2.1050 1.0779
H -0.4619 -1.8383 0.6001
H -1.6169 -0.5308 1.4376
H -0.1151 -0.8635 2.0794
H 1.6427 -1.5508 -0.7322
H -1.1710 -0.5248 -1.9020
H 0.4798 0.0156 -2.1632

Density functional theory data (the ωB97M-V functional and the def2-TZVPD basis) for 6 unconnected molecules or ions with the total composition C8H31BO9 in a non-equilibrium geometry.

- Largest force on an atom: 1.59 eV/Å
- Charge: 0

Cartesian coordinates (Å):
O 0.6244 0.0434 0.5050
H -0.0463 -0.2049 -0.1626
H 0.6162 0.9944 0.7917
H 0.6925 -0.5810 1.2701
B 3.2224 0.2822 -1.2363
H 3.0995 0.4192 -2.3918
H 2.7141 1.0713 -0.5370
H 2.8416 -0.8098 -1.0323
H 4.3447 0.3742 -0.9349
C -2.9440 -1.3517 1.2166
C -2.5507 -1.2887 -0.2513
O -1.2862 -1.8952 -0.4265
O -2.0584 -0.6136 2.0545
H -2.9627 -2.3928 1.5399
H -3.9574 -0.9499 1.2919
H -2.5083 -0.2760 -0.6653
H -3.3765 -1.7718 -0.7893
H -0.9334 -1.7544 -1.3168
H -2.5159 0.1869 2.3219
C 1.3681 3.6960 0.9104
C 0.4705 4.5651 0.0755
O -0.4939 5.2223 0.9119
O 0.6747 2.5429 1.4212
H 1.8343 4.1900 1.7690
H 2.1932 3.3647 0.2740
H 0.0297 3.9343 -0.6949
H 1.1477 5.3259 -0.3278
H -1.3250 5.1836 0.4288
H 0.1182 2.8895 2.1300
C -1.2382 0.4129 -3.7552
C 0.2281 0.3174 -3.4111
O 0.4339 -0.7192 -2.4671
O -1.9201 1.1513 -2.7538
H -1.6636 -0.5972 -3.8278
H -1.4146 0.8442 -4.7473
H 0.6032 1.2700 -3.0194
H 0.9099 0.1695 -4.2531
H 1.3898 -0.8098 -2.2849
H -2.8347 0.8727 -2.6897
C 1.1109 -2.9228 1.8219
C 0.1314 -3.8653 2.4662
O 0.5621 -4.2489 3.7697
O 1.2635 -1.6715 2.5106
H 0.8018 -2.7435 0.7916
H 2.1141 -3.3358 1.6872
H 0.0663 -4.7393 1.8118
H -0.8477 -3.3851 2.5241
H -0.2239 -4.4934 4.2641
H 1.4949 -1.9023 3.4166

no.,molecular weight (g/mol),E_tot (eV),HOMO (eV)
1,123.18,-19674.16814,-9.33
2,282.14,-27897.66154,-7.74